# 1
DFT (the ωB97M-V functional and the def2-TZVPD basis) results for a structure of composition C22H20BrN6NaO4 in a non-equilibrium geometry.

Properties
* HOMO energy: -7.935 eV
* DFT total energy: -114730.049 eV

Each line ends with the Mulliken charge.
Positions of all 54 atoms, in Å:
1 Br -0.91289 3.22323 -2.66606  -0.17
2 Na 0.87924 0.69054 -0.31423  0.98
3 O 0.30542 1.75021 3.27661  -0.77
4 O 1.44556 -2.35684 -2.63393  -0.50
5 O 1.59203 1.39949 1.46359  -0.95
6 O -1.02591 0.00292 -0.17694  -0.65
7 N -1.07239 -1.74905 -2.38014  0.09
8 N 3.13753 0.02214 2.59283  -0.38
9 N -0.17170 2.75585 -0.05976  -0.23
10 N 2.77896 -0.13564 -1.08957  -0.94
11 N 4.91957 -1.43429 2.83203  -0.43
12 N 4.22336 -0.92957 0.73815  -0.75
13 C -1.66635 4.77961 1.08255  -0.37
14 C 4.06107 -0.74835 2.02715  0.60
15 C 0.62563 1.92453 2.10454  0.54
16 C 3.42705 -0.43951 -0.17277  0.92
17 C -2.86969 -0.29353 -1.57811  0.94
18 C -0.20683 2.90775 1.27259  0.31
19 C -0.40703 -2.22624 -1.22820  -0.14
20 C -2.17779 -1.03778 -2.50941  -0.69
21 C 1.01544 -3.25262 0.90784  -0.65
22 C -0.89231 3.57219 -0.79222  0.12
23 C -0.32903 -2.95865 1.05215  -1.12
24 C 2.84905 -2.50675 -2.79823  -0.78
25 C -4.19766 0.14395 -1.91052  -0.77
26 C 0.94242 -2.55739 -1.38583  1.01
27 C -2.24592 0.16893 -0.36418  0.62
28 C -0.95819 3.89687 1.88266  -0.54
29 C -3.10042 0.86726 0.57159  -0.64
30 C -1.04223 -2.44533 -0.02300  0.06
31 C -4.36793 1.21171 0.23487  -0.42
32 C -4.93443 0.87005 -1.04027  -0.73
33 C -1.64585 4.62237 -0.29335  -0.53
34 C 1.65595 -3.06467 -0.31384  -0.56
35 H 2.43128 0.53562 2.01549  0.50
36 H 3.04195 0.04291 3.59237  0.21
37 H -0.82533 -3.10746 2.00088  0.41
38 H -2.66525 1.12866 1.52884  0.42
39 H 5.01824 -1.17320 3.79588  0.21
40 H -2.19193 5.27568 -0.95724  0.44
41 H 3.14691 -3.54842 -2.66310  0.37
42 H -4.61344 -0.14811 -2.86906  0.36
43 H -2.24019 5.58527 1.52335  0.43
44 H -4.97036 1.77138 0.94118  0.43
45 H -0.97051 3.95050 2.96165  0.47
46 H -2.58529 -1.06448 -3.51707  0.36
47 H -0.61996 -2.02442 -3.23995  0.30
48 H 3.06885 -2.19646 -3.81485  0.27
49 H 1.58243 -3.63151 1.74777  0.42
50 H 3.38490 -1.86352 -2.09717  0.25
51 H 2.70474 -3.29889 -0.41706  0.34
52 H -2.09612 -2.22524 0.07314  0.65
53 H -5.93937 1.18101 -1.28847  0.40
54 H 5.70473 -1.86273 2.37488  0.27

# 2
DFT (the ωB97M-V functional and the def2-TZVPD basis) results for a structure of composition C9H21BFNO6PZr in a non-equilibrium geometry.

Properties
* charge: +3
* HOMO energy: -17.333 eV
* DFT total energy: -37366.567 eV

Each line ends with the Mulliken charge.
Positions of all 41 atoms, in Å:
1 Zr 4.77095 4.92765 1.54903  1.67
2 P -0.49353 -1.13177 -0.19176  0.21
3 F -2.96968 -1.75850 -3.29163  -0.29
4 O 2.74387 0.26609 2.09790  -0.55
5 O -2.63209 -1.86448 1.57621  -0.15
6 O 2.20189 3.94081 -0.15995  -0.50
7 O 2.20904 -2.10972 1.75917  -0.50
8 O 3.78622 2.97706 1.19268  -0.55
9 O -2.65965 -1.96079 3.66302  -0.17
10 N -2.93595 -2.61062 2.70055  0.14
11 C 2.62469 1.60307 -0.85627  -0.46
12 C -3.01765 -0.39926 -2.78241  -0.14
13 C -1.47934 -2.36546 0.88198  -0.99
14 C -3.23013 -0.51758 -1.19879  -0.49
15 C 0.19388 -0.32112 1.39503  -1.05
16 C 1.01931 1.34982 -1.10096  -0.80
17 C 2.84818 2.88435 0.08406  0.44
18 C -1.99280 0.11731 -0.34362  -0.89
19 C 0.62470 -0.15682 -1.40100  -1.01
20 B 1.74637 -0.74995 1.73801  0.54
21 H 0.00258 0.79440 1.52095  0.34
22 H 0.36821 1.92284 -0.35016  0.48
23 H -3.83737 0.20085 -3.30288  0.33
24 H 0.55970 -2.15570 -0.20036  0.39
25 H 3.17607 0.66853 -0.51441  0.38
26 H -0.79881 -2.87235 1.67390  0.57
27 H 1.61598 -0.73559 -1.57013  0.58
28 H 3.23754 3.35226 1.95247  0.51
29 H -0.38151 -0.80414 2.28218  0.31
30 H 0.83498 1.92933 -2.09070  0.46
31 H 2.24059 0.88421 2.68608  0.31
32 H -4.12636 0.17152 -0.93623  0.46
33 H 3.10272 1.89111 -1.87123  0.47
34 H -1.72589 1.04818 -0.97950  0.48
35 H 0.09975 -0.20180 -2.43312  0.40
36 H -2.31685 0.53132 0.66879  0.58
37 H 3.02076 -2.20520 1.19540  0.34
38 H -1.84085 -3.24876 0.21385  0.46
39 H -1.06921 -1.80203 -1.37102  0.34
40 H -3.50834 -1.56539 -0.85067  0.28
41 H -2.01200 0.07632 -3.03448  0.10